A 4-piece molecular cluster, C12H24F2O14P2 overall at a distorted geometry. Source: the Open Molecules 2025 dataset; level of theory: ωB97M-V with the def2-TZVPD basis set.

Each line ends with the Löwdin charge.
Element x y z (Å)
1 O -16.096 1.660 -5.103  0.17
2 C -16.537 1.034 -4.196  -0.54
3 O -17.066 -0.196 -4.315  0.06
4 C -17.472 -0.681 -3.024  -0.02
5 C -17.164 0.488 -2.091  -0.30
6 F -16.300 0.123 -1.095  0.06
7 O -16.548 1.441 -2.901  0.15
8 H -18.549 -0.845 -3.065  0.14
9 H -16.969 -1.619 -2.816  0.15
10 H -18.032 0.891 -1.574  0.17
11 O -14.949 -3.355 -5.437  0.17
12 C -15.187 -2.434 -6.145  -0.54
13 O -14.282 -1.580 -6.646  0.09
14 C -14.948 -0.548 -7.373  -0.03
15 C -16.433 -0.947 -7.307  -0.31
16 F -16.911 -1.196 -8.577  0.04
17 O -16.456 -2.070 -6.509  0.13
18 H -14.819 0.392 -6.840  0.12
19 H -14.608 -0.489 -8.402  0.12
20 H -17.047 -0.137 -6.927  0.15
21 C -14.174 4.511 -13.167  -0.08
22 O -14.697 3.401 -13.918  -0.20
23 P -14.824 1.962 -13.290  0.31
24 O -15.990 1.214 -13.733  -0.21
25 O -13.437 1.259 -13.571  -0.21
26 C -13.159 0.773 -14.875  -0.10
27 O -14.725 2.238 -11.745  -0.21
28 C -14.807 1.102 -10.877  -0.09
29 H -14.848 4.764 -12.352  0.09
30 H -14.147 5.369 -13.835  0.09
31 H -13.166 4.294 -12.822  0.09
32 H -14.030 0.757 -15.533  0.09
33 H -12.808 -0.258 -14.807  0.09
34 H -12.392 1.365 -15.375  0.09
35 H -13.830 0.623 -10.785  0.09
36 H -15.496 0.333 -11.231  0.09
37 H -15.164 1.479 -9.923  0.08
38 C -12.900 -6.518 -5.621  -0.05
39 O -12.259 -6.929 -4.382  -0.20
40 P -12.489 -8.370 -3.848  0.30
41 O -12.673 -9.421 -4.844  -0.23
42 O -11.249 -8.565 -2.887  -0.21
43 C -10.671 -9.866 -2.721  -0.10
44 O -13.725 -8.131 -2.882  -0.20
45 C -14.091 -9.141 -1.951  -0.09
46 H -13.629 -7.255 -5.951  0.08
47 H -12.096 -6.387 -6.336  0.09
48 H -13.429 -5.591 -5.419  0.07
49 H -10.552 -10.032 -1.649  0.09
50 H -9.691 -9.871 -3.191  0.09
51 H -11.303 -10.652 -3.128  0.08
52 H -14.599 -8.673 -1.108  0.09
53 H -13.217 -9.669 -1.570  0.08
54 H -14.811 -9.832 -2.393  0.09

## Properties
- SMILES string: O=C1OC[C@@H](F)O1.O=C1OC[C@@H](F)O1.COP(=O)(OC)OC.COP(=O)(OC)OC
- ΔE to the lowest compared entry with this formula, charge and spin: 0.0 kcal per mole
- Total charge: 0
- E_tot: -2407.66152 Eh
- LUMO: 0.4 eV
- Orbital gap: 10.7 eV

***

A 2-piece molecular cluster, C5H15NO overall at a distorted geometry. Source: the Open Molecules 2025 dataset; level of theory: ωB97M-V with the def2-TZVPD basis set.

Each line ends with the Löwdin charge.
Element x y z (Å)
1 C 0.480 -0.965 -1.283  -0.09
2 C -0.118 0.036 -0.299  -0.45
3 C 1.213 0.753 0.356  -0.06
4 N -1.015 -0.567 0.621  -0.23
5 C -2.197 -1.047 -0.115  -0.12
6 C -0.450 -1.733 1.389  -0.08
7 H -0.405 -1.575 -1.573  0.06
8 H 0.782 -0.281 -2.076  0.08
9 H 1.211 -1.682 -0.841  0.09
10 H -0.526 0.783 -1.006  0.14
11 H 1.762 1.260 -0.415  0.04
12 H 1.866 -0.053 0.614  0.04
13 H 0.933 1.592 1.167  0.12
14 H -2.144 -1.518 -1.082  0.07
15 H -2.710 -0.095 -0.446  0.10
16 H -2.890 -1.351 0.610  0.07
17 H 0.610 -1.387 1.734  0.10
18 H -0.840 -1.894 2.410  0.08
19 H -0.428 -2.662 0.753  0.09
20 O 1.600 4.171 -0.582  -0.12
21 H 1.601 4.922 0.001  0.00
22 H 1.666 3.293 0.063  0.09

## Properties
- SMILES string: CC(C)N(C)C.O
- ΔE to the lowest compared entry with this formula, charge and spin: 68.9 kcal per mole
- Total charge: 0
- E_tot: -329.39775 Eh
- LUMO: 0.9 eV
- Orbital gap: 9.4 eV

***

C22H22BF2MnN4O2 as an isolated structure. Source: the Open Molecules 2025 dataset; level of theory: ωB97M-V with the def2-TZVPD basis set.

Each line ends with the Löwdin spin population.
Element x y z (Å)
1 Mn 0.378 -0.369 -0.877  3.93
2 O 2.055 3.288 2.880  0.00
3 C 2.185 2.139 3.563  0.01
4 C 2.635 2.203 4.884  0.00
5 C 2.774 1.052 5.638  0.01
6 C 2.464 -0.189 5.089  0.00
7 C 2.027 -0.252 3.774  0.01
8 C 1.886 0.889 2.992  0.00
9 C 1.410 0.750 1.586  0.06
10 O 1.226 -0.422 1.112  0.10
11 N 1.195 1.877 0.942  0.00
12 N 0.740 1.614 -0.318  0.26
13 C 0.395 2.583 -1.131  0.10
14 C -0.134 2.222 -2.381  0.13
15 C -0.555 3.167 -3.358  0.04
16 C -1.075 2.746 -4.543  0.07
17 C -1.189 1.350 -4.803  0.11
18 C -0.761 0.490 -3.822  0.02
19 N -0.255 0.870 -2.643  0.18
20 H 1.697 3.035 1.973  0.00
21 H 2.866 3.177 5.296  0.00
22 H 3.123 1.124 6.662  0.00
23 H 2.562 -1.092 5.678  0.00
24 H 1.785 -1.199 3.309  0.00
25 H 0.506 3.624 -0.840  0.01
26 H -0.452 4.223 -3.131  0.00
27 H -1.397 3.467 -5.284  0.00
28 H -1.593 0.969 -5.731  0.01
29 H -0.824 -0.582 -3.983  0.00
30 C 1.034 -3.419 -1.006  0.00
31 N -0.109 -2.502 -0.979  0.00
32 C -1.020 -2.800 -2.087  0.01
33 C -0.817 -2.625 0.329  0.01
34 C -1.870 -1.559 0.441  0.01
35 C -3.098 -1.796 1.049  0.00
36 C -4.025 -0.762 1.136  0.01
37 C -3.709 0.484 0.604  0.00
38 C -2.474 0.696 -0.006  0.01
39 C -1.527 -0.316 -0.102  -0.03
40 H 1.571 -3.306 -1.944  0.00
41 H 0.693 -4.455 -0.899  0.00
42 H 1.709 -3.177 -0.186  0.00
43 H -0.492 -2.657 -3.029  0.00
44 H -1.879 -2.134 -2.050  0.00
45 H -1.361 -3.840 -2.021  0.00
46 H -0.061 -2.476 1.101  0.00
47 H -1.234 -3.636 0.437  0.00
48 H -3.332 -2.775 1.456  0.00
49 H -4.985 -0.929 1.610  0.00
50 H -4.429 1.293 0.661  0.00
51 H -2.246 1.677 -0.415  0.00
52 F 3.405 0.152 -1.754  -0.01
53 B 2.261 -0.504 -1.918  -0.04
54 F 2.322 -1.388 -2.962  -0.01

## Properties
- ΔE to the lowest compared entry with this formula, charge and spin: 18.1 kcal per mole
- <S²>: 8.858
- Total charge: -1
- E_tot: -2596.78458 Eh
- LUMO (alpha / beta): 2.8 / 2.8 eV
- Multiplicity: 6
- Orbital gap (alpha / beta): 4.9 / 7.3 eV

***

A 2-piece molecular cluster, H2O4 overall at a distorted geometry. Source: the Open Molecules 2025 dataset; level of theory: ωB97M-V with the def2-TZVPD basis set.

Each line ends with the Löwdin charge.
Element x y z (Å)
1 O -1.756 0.129 0.165  -0.05
2 O 1.973 -0.333 0.030  -0.05
3 O -0.853 -0.589 -0.440  -0.10
4 O 1.023 0.467 -0.343  -0.12
5 H -1.988 0.914 -0.413  0.14
6 H 1.601 -0.587 1.002  0.18

## Properties
- ΔE to the lowest compared entry with this formula, charge and spin: 19.0 kcal per mole
- Total charge: 0
- E_tot: -301.85131 Eh
- LUMO (alpha / beta): -0.3 / -0.4 eV
- Orbital gap (alpha / beta): 9.9 / 9.9 eV

***

A 5-piece molecular cluster, C5H18O5 overall at a distorted geometry. Source: the Open Molecules 2025 dataset; level of theory: ωB97M-V with the def2-TZVPD basis set.

Each line ends with the Löwdin spin population.
Element x y z (Å)
1 C -2.652 0.325 1.421  0.01
2 C -1.447 1.173 1.828  0.05
3 C 2.345 1.073 0.882  0.07
4 O 2.581 -0.346 0.872  0.03
5 C 0.947 1.576 1.041  0.31
6 C -0.150 0.755 1.187  0.26
7 H -2.533 -0.700 1.782  0.00
8 H -2.567 0.173 0.346  0.00
9 H -3.585 0.778 1.754  0.00
10 H -1.288 1.202 2.915  0.02
11 H -1.653 2.219 1.546  0.01
12 H 2.881 1.465 1.785  0.04
13 H 2.912 1.421 0.016  0.01
14 H 1.879 -0.800 1.357  0.01
15 H 0.947 2.666 1.121  0.05
16 H -0.119 -0.243 0.761  0.03
17 H -0.763 -2.693 -1.075  0.00
18 H -2.154 -2.859 -1.716  0.00
19 O -1.711 -2.535 -0.917  0.01
20 H -1.068 -0.557 -1.427  0.00
21 H -0.606 0.918 -1.376  0.01
22 O -0.682 0.149 -1.963  0.02
23 H 0.982 1.018 -3.325  0.00
24 H 1.641 -0.330 -3.097  0.00
25 O 1.839 0.611 -3.175  0.01
26 H 1.377 -2.712 -1.425  0.00
27 H 1.617 -1.496 -0.463  0.00
28 O 1.031 -2.251 -0.656  0.02

## Properties
- ΔE to the lowest compared entry with this formula, charge and spin: 12.4 kcal per mole
- <S²>: 0.753
- Total charge: -1
- E_tot: -577.41932 Eh
- LUMO (alpha / beta): 3.1 / 2.9 eV
- Multiplicity: 2
- Orbital gap (alpha / beta): 2.1 / 6.5 eV

***

C26H46Br4GeN5O4PSi3Y as an isolated structure at a distorted geometry. Source: the Open Molecules 2025 dataset; level of theory: ωB97M-V with the def2-TZVPD basis set.

Each line ends with the Löwdin spin population.
Element x y z (Å)
1 Y -0.175 0.608 -1.182  0.11
2 Br -0.331 -3.211 -7.464  0.00
3 C 0.135 -2.605 -5.727  0.00
4 C 1.207 -3.160 -5.052  0.00
5 Br 2.260 -4.527 -5.839  0.00
6 C 1.507 -2.702 -3.750  0.00
7 Br 2.987 -3.395 -2.776  0.00
8 C 0.749 -1.731 -3.095  0.00
9 O 0.962 -1.329 -1.873  0.00
10 C -0.326 -1.097 -3.832  0.00
11 O -0.962 -0.124 -3.269  0.01
12 C -0.612 -1.579 -5.114  0.00
13 Br -2.060 -0.734 -6.004  0.00
14 N 3.279 -0.525 -0.804  0.00
15 N 3.988 0.301 -1.697  -0.04
16 C 3.302 1.371 -2.213  -0.09
17 N 4.025 2.109 -3.112  -0.04
18 N 2.050 1.545 -1.927  0.02
19 N 1.394 2.660 -2.373  -0.40
20 O 0.094 2.601 -2.121  -0.14
21 O 1.943 3.699 -2.892  -0.26
22 H 3.946 -1.150 -0.383  0.00
23 H 2.559 -1.058 -1.301  0.00
24 H 4.478 -0.195 -2.431  -0.01
25 H 5.002 2.176 -2.872  -0.01
26 H 3.545 2.994 -3.293  0.00
27 C -4.016 -1.028 -0.344  0.02
28 P -2.435 -1.613 -1.084  0.02
29 C -2.185 -3.165 -0.122  0.01
30 C -3.117 -2.354 -2.618  0.00
31 H -4.716 -1.857 -0.193  0.00
32 H -4.461 -0.293 -1.020  0.00
33 H -3.823 -0.517 0.599  0.01
34 H -3.116 -3.731 -0.009  0.00
35 H -1.778 -2.934 0.863  0.00
36 H -1.450 -3.779 -0.649  0.00
37 H -3.973 -2.994 -2.379  0.00
38 H -2.348 -2.947 -3.117  0.00
39 H -3.422 -1.562 -3.302  0.00
40 C -2.167 1.543 -0.528  1.10
41 C -2.829 2.647 -1.046  0.19
42 C -2.775 3.944 -0.435  0.15
43 C -3.482 5.009 -0.947  0.00
44 C -4.295 4.857 -2.078  0.15
45 C -4.358 3.609 -2.710  0.00
46 C -3.642 2.537 -2.225  0.15
47 H -2.137 4.073 0.432  0.01
48 H -3.403 5.978 -0.466  0.00
49 H -4.851 5.700 -2.470  0.01
50 H -4.958 3.486 -3.605  0.00
51 H -3.648 1.587 -2.749  0.01
52 C -1.971 1.559 3.026  0.02
53 Si -1.040 -0.076 3.156  0.00
54 C -0.601 -0.166 5.004  0.00
55 C -2.390 -1.410 3.086  0.00
56 Ge 0.648 -0.200 1.378  0.00
57 Si 1.807 -2.133 2.207  0.00
58 C 0.711 -3.668 2.163  0.00
59 C 3.371 -2.739 1.332  0.00
60 C 2.409 -1.984 3.998  0.00
61 Si 2.004 1.622 2.203  0.00
62 C 3.841 1.608 1.774  0.00
63 C 1.301 3.207 1.444  0.00
64 C 2.038 1.985 4.069  0.00
65 H -2.937 1.509 3.546  0.00
66 H -2.151 1.815 1.978  0.02
67 H -1.386 2.375 3.474  0.00
68 H -1.491 0.115 5.582  0.00
69 H 0.217 0.495 5.294  0.00
70 H -0.328 -1.185 5.295  0.00
71 H -3.078 -1.250 3.925  0.00
72 H -1.974 -2.419 3.181  0.00
73 H -2.970 -1.377 2.158  0.00
74 H 0.428 -3.901 1.129  0.00
75 H -0.210 -3.530 2.736  0.00
76 H 1.246 -4.534 2.575  0.00
77 H 3.216 -2.886 0.257  0.00
78 H 3.648 -3.709 1.764  0.00
79 H 4.216 -2.056 1.482  0.00
80 H 1.574 -1.947 4.699  0.00
81 H 2.995 -1.067 4.136  0.00
82 H 3.044 -2.841 4.261  0.00
83 H 4.004 1.633 0.694  0.00
84 H 4.337 0.708 2.163  0.00
85 H 4.318 2.486 2.229  0.00
86 H 1.143 3.112 0.363  0.00
87 H 1.968 4.065 1.599  0.00
88 H 0.327 3.444 1.890  0.00
89 H 2.219 1.079 4.658  0.00
90 H 1.092 2.423 4.409  0.00
91 H 2.844 2.698 4.288  0.00

## Properties
- ΔE to the lowest compared entry with this formula, charge and spin: 72.9 kcal per mole
- <S²>: 1.802
- Total charge: -2
- E_tot: -15214.26525 Eh
- LUMO (alpha / beta): 3.9 / 3.9 eV
- Multiplicity: 2
- Orbital gap (alpha / beta): 5.9 / 5.3 eV